8
Properties=species:S:1:pos:R:3:forces:R:3 method="wB97M-V/def2-TZVPD" total_charge=0 homo_ev=-10.42 total_energy_ha=-582.87179 orbital_gap_ha=0.31668
P -0.282008 1.357632 1.109713 -0.028 0.311 -0.607
N 0.615910 0.548283 0.102149 0.538 0.051 1.267
N -1.092334 -1.207482 -0.724193 -1.434 1.823 -4.875
N 2.418665 -1.146987 0.171782 1.608 -1.590 0.043
C 1.560086 -0.403390 0.206543 -2.053 2.334 0.067
C -1.411993 -0.507858 -1.642048 5.569 -13.316 7.281
H -0.041780 1.056709 2.511270 0.504 -0.547 -0.355
H -1.766546 0.303093 -1.735218 -4.705 10.936 -2.820